{
  "formula": "C4H2Cl2N2O4S",
  "method": "ωB97M-V/def2-TZVPD",
  "homo_lumo_gap_ev": [7.797, 6.420],
  "e_above_lowest_kcal_mol": 68.82,
  "total_energy_ev": -51221.2011,
  "homo_ha": [-0.3303, -0.2928],
  "species": ["C", "C", "C", "C", "N", "N", "O", "O", "O", "O", "S", "Cl", "Cl", "H", "H"],
  "positions_angstrom": [[-1.02426, 1.85796, 1.44639], [-0.91286, -1.08813, -0.71461], [0.29093, 1.80470, 0.83052], [0.40102, -0.55504, -1.23119], [-1.28845, -0.41444, 0.27818], [1.49919, -1.22423, -0.43432], [-2.26730, -0.41988, 0.99992], [-2.03037, 1.43275, 1.75694], [1.88479, -2.31503, -0.76544], [1.82249, -0.55595, 0.53212], [0.59257, 1.31627, -0.98675], [-1.11258, -2.80377, -1.07201], [0.66443, -1.04409, -2.95136], [0.71238, 2.82113, 0.75997], [0.76802, 1.18774, 1.55166]],
  "nbo_charge": [0.6945, -0.0037, -0.6518, -0.0772, -0.0427, 0.4891, -0.3297, -0.2630, -0.3101, -0.4020, 0.2921, -0.0050, 0.0477, 0.2615, 0.3004]
}

=====

{
  "formula": "C4H13N3",
  "method": "ωB97M-V/def2-TZVPD",
  "total_charge": 2,
  "homo_lumo_gap_ev": 11.073,
  "e_above_lowest_kcal_mol": 43.15,
  "smiles": "N/C(=C\\[NH3+])CC[NH3+]",
  "total_energy_ev": -8811.7058,
  "homo_ha": -0.6538,
  "species": ["C", "C", "C", "C", "N", "N", "N", "H", "H", "H", "H", "H", "H", "H", "H", "H", "H", "H", "H", "H"],
  "positions_angstrom": [[-0.79457, -1.42647, -1.16897], [-0.79793, -0.40230, -0.03088], [0.46755, 0.44251, 0.18538], [0.35062, 1.67293, 0.67820], [1.53743, 2.20832, 1.36281], [1.70549, -0.22253, 0.36081], [-2.23669, -1.96644, -1.25948], [-0.64301, -1.02485, -2.15308], [-0.20486, -2.25582, -0.78408], [-1.32546, -0.61202, 0.89089], [-1.39089, 0.44105, -0.44530], [-0.54721, 2.27206, 0.73608], [2.29519, 1.58332, 1.01328], [1.79763, 3.18031, 1.18182], [1.45613, 2.08216, 2.37569], [2.20229, -0.75735, -0.33574], [1.88532, -0.63530, 1.26915], [-2.30257, -2.84034, -1.79156], [-2.76645, -1.34008, -1.87358], [-2.73552, -1.96883, -0.37003]],
  "nbo_charge": [-0.2057, -0.4864, 0.2096, -0.0586, -0.7036, -0.9172, -0.6748, 0.2506, 0.2442, 0.2626, 0.2336, 0.2555, 0.4729, 0.4632, 0.4531, 0.4278, 0.4104, 0.4648, 0.4455, 0.4526]
}

=====

{
  "formula": "C4H12NS",
  "method": "ωB97M-V/def2-TZVPD",
  "total_charge": 1,
  "homo_lumo_gap_ev": [8.339, 8.476],
  "e_above_lowest_kcal_mol": 85.76,
  "total_energy_ev": -16657.9408,
  "homo_ha": [-0.4626, -0.4529],
  "species": ["C", "C", "C", "C", "N", "S", "H", "H", "H", "H", "H", "H", "H", "H", "H", "H", "H", "H"],
  "positions_angstrom": [[-0.28394, 2.26128, -0.76740], [-0.28527, -0.11252, 1.53810], [1.15763, -1.58741, -0.46687], [-0.81127, -0.08804, 0.14656], [-0.02549, -0.81977, -0.90762], [-2.53248, -0.40120, -0.13703], [-1.00777, 2.25268, -1.55654], [0.75020, 2.11862, -1.00788], [-0.50540, 2.84418, 0.10219], [0.74798, 0.21943, 1.57994], [-0.35143, -1.10794, 1.98571], [-0.86821, 0.56307, 2.15855], [1.91752, -0.91547, -0.07246], [0.87618, -2.29925, 0.30824], [1.57568, -2.13055, -1.31260], [-0.67749, -1.45816, -1.38305], [0.27196, -0.13764, -1.61609], [-2.98224, 0.17134, 0.96984]],
  "nbo_charge": [-0.4792, -0.7128, -0.4291, 0.0149, -0.5579, 0.0717, 0.1949, 0.1757, 0.2031, 0.2392, 0.2325, 0.2634, 0.2386, 0.2408, 0.2471, 0.4365, 0.4504, 0.1701]
}

=====

{
  "formula": "C4H4N2O",
  "method": "ωB97M-V/def2-TZVPD",
  "homo_lumo_gap_ev": 9.606,
  "e_above_lowest_kcal_mol": 111.37,
  "smiles": "O=c1c#c[nH]cn1.[H][H]",
  "total_energy_ev": -9235.6585,
  "homo_ha": -0.3669,
  "species": ["O", "C", "C", "C", "N", "C", "N", "H", "H", "H", "H"],
  "positions_angstrom": [[-2.00942, -1.48177, -0.11970], [-1.08752, -0.73060, 0.04722], [0.08655, -0.41287, -0.70016], [1.08382, 0.34642, -0.63212], [1.10990, 1.11971, 0.48937], [0.04729, 0.94605, 1.35341], [-0.93424, 0.13613, 1.18424], [0.13132, -1.86714, -2.10867], [-0.34261, -1.40250, -2.45402], [1.84327, 1.78280, 0.69256], [0.07165, 1.56378, 2.24786]],
  "nbo_charge": [-0.5343, 0.5492, -0.0184, 0.0233, -0.5610, 0.2845, -0.4557, 0.0424, 0.0478, 0.4169, 0.2053]
}